{"formula": "C55H74N3O3P3STeTi", "method": "ωB97M-V/def2-TZVPD", "species": ["Ti", "C", "C", "C", "P", "C", "C", "C", "C", "C", "C", "C", "C", "C", "N", "C", "C", "C", "C", "C", "C", "P", "C", "C", "C", "C", "C", "C", "H", "H", "H", "H", "H", "H", "H", "H", "H", "H", "H", "H", "H", "H", "H", "H", "H", "H", "H", "H", "H", "H", "H", "H", "H", "H", "H", "H", "H", "H", "H", "H", "H", "H", "H", "H", "O", "S", "N", "O", "C", "N", "C", "O", "C", "C", "C", "C", "C", "C", "H", "H", "H", "H", "C", "C", "C", "C", "P", "C", "C", "C", "C", "C", "C", "C", "C", "C", "C", "H", "H", "H", "H", "H", "H", "H", "H", "H", "H", "H", "H", "H", "H", "H", "H", "H", "H", "H", "H", "H", "H", "H", "C", "C", "C", "C", "C", "C", "Te", "C", "C", "C", "H", "H", "H", "H", "H", "H", "H", "H", "H", "H", "H"], "positions_angstrom": [[-0.0017, 0.2089, 0.2606], [-1.4892, 5.3753, 3.0335], [-1.6572, 4.3441, 1.9156], [-3.1374, 4.1988, 1.5433], [-0.8785, 2.6180, 1.9562], [0.7412, 2.8824, 2.9010], [0.6442, 3.1718, 4.3988], [1.6604, 3.8928, 2.2126], [-1.7207, 1.6938, 3.2818], [-2.5678, 2.2340, 4.2373], [-3.0105, 1.5018, 5.3290], [-2.5133, 0.2165, 5.4944], [-1.6816, -0.3509, 4.5503], [-1.3196, 0.3232, 3.3541], [-0.5319, -0.2165, 2.3703], [-0.1422, -1.5624, 2.4993], [-1.0169, -2.6057, 2.8504], [-0.5471, -3.8889, 3.0577], [0.8102, -4.1670, 2.9354], [1.6806, -3.1653, 2.5555], [1.2197, -1.8734, 2.2912], [2.2556, -0.4384, 1.8179], [3.3408, -0.4640, 3.3933], [4.3377, 0.6947, 3.4137], [2.4188, -0.3619, 4.6112], [3.4393, -1.0892, 0.5046], [4.3074, 0.0803, 0.0226], [4.2980, -2.3254, 0.7598], [-2.0514, 6.2757, 2.7636], [-0.4461, 5.6626, 3.1532], [-1.8638, 5.0259, 3.9948], [-1.1437, 4.7568, 1.0378], [-3.7514, 3.9977, 2.4213], [-3.2849, 3.3690, 0.8549], [-3.5116, 5.1141, 1.0756], [1.2028, 1.8960, 2.7852], [0.2327, 4.1625, 4.5921], [1.6465, 3.1377, 4.8389], [0.0223, 2.4385, 4.9111], [1.3425, 4.9207, 2.4031], [1.6665, 3.7179, 1.1387], [2.6832, 3.7873, 2.5870], [-2.8731, 3.2670, 4.1527], [-3.6733, 1.9443, 6.0629], [-2.7731, -0.3520, 6.3811], [-1.2738, -1.3288, 4.7573], [-2.0705, -2.3925, 2.9587], [-1.2410, -4.6698, 3.3458], [1.1863, -5.1601, 3.1515], [2.7366, -3.3860, 2.5018], [3.8821, -1.4122, 3.4485], [3.8417, 1.6312, 3.1470], [5.1606, 0.5386, 2.7185], [4.7611, 0.8106, 4.4165], [1.7617, 0.5074, 4.5283], [3.0060, -0.2540, 5.5286], [1.7925, -1.2484, 4.7049], [2.7484, -1.3362, -0.3064], [5.1500, 0.2627, 0.6921], [3.7252, 1.0008, -0.0454], [4.7027, -0.1364, -0.9722], [4.8039, -2.2913, 1.7280], [5.0705, -2.3883, -0.0112], [3.7007, -3.2337, 0.6916], [-2.9585, -2.7649, -0.4696], [-1.7349, -2.2112, 0.1650], [-1.3307, -0.8203, -0.4091], [1.9356, -1.1831, -3.0758], [1.9147, -0.0649, -2.5478], [1.2182, 0.2911, -1.3934], [1.4563, 1.6048, -1.1277], [0.8708, 2.0870, -0.0821], [2.3410, 2.1802, -2.0786], [2.9666, 3.4263, -2.2330], [3.8425, 3.6043, -3.2795], [4.1119, 2.5624, -4.1960], [3.5115, 1.3242, -4.0503], [2.6349, 1.1228, -2.9944], [2.7680, 4.2267, -1.5283], [4.3455, 4.5572, -3.4055], [4.8047, 2.7353, -5.0116], [3.7256, 0.5147, -4.7387], [-3.3267, 3.7825, -3.5154], [-2.0608, 3.1263, -2.9676], [-0.9468, 3.1507, -4.0175], [-1.5877, 3.9663, -1.7740], [-2.1414, 1.3402, -2.2604], [-3.7734, 1.3687, -1.3687], [-3.7263, 1.0910, 0.0003], [-4.8776, 0.9694, 0.7633], [-6.1202, 1.1362, 0.1736], [-6.1915, 1.4232, -1.1818], [-5.0364, 1.5366, -1.9409], [-2.5748, 0.1969, -3.7398], [-3.3584, -0.9851, -3.1613], [-1.2200, -0.3333, -4.2295], [-3.3555, 0.7448, -4.9377], [-3.1104, 4.8286, -3.7636], [-4.1200, 3.7774, -2.7682], [-3.6870, 3.2952, -4.4202], [-0.6880, 4.1856, -4.2667], [-1.2437, 2.6504, -4.9386], [-0.0499, 2.6597, -3.6303], [-1.2921, 4.9671, -2.1105], [-0.7345, 3.5002, -1.2761], [-2.3937, 4.0752, -1.0477], [-2.7624, 0.9260, 0.4544], [-4.7944, 0.7383, 1.8190], [-7.0236, 1.0322, 0.7626], [-7.1589, 1.5467, -1.6567], [-5.1395, 1.7462, -2.9957], [-2.9916, -1.2472, -2.1777], [-3.2343, -1.8648, -3.7995], [-4.4241, -0.7670, -3.0734], [-0.6350, -0.7091, -3.3901], [-0.6364, 0.4374, -4.7379], [-1.3698, -1.1629, -4.9269], [-4.3071, 1.1881, -4.6479], [-3.5772, -0.0912, -5.6103], [-2.7842, 1.4778, -5.5080], [2.7497, -8.9998, -2.3195], [2.2217, -7.6322, -1.9677], [1.0294, -7.4624, -1.2760], [0.5355, -6.1965, -0.9830], [-0.7581, -6.0584, -0.2277], [1.2227, -5.0425, -1.3861], [0.3669, -3.0429, -1.0850], [2.4416, -5.2087, -2.0563], [3.2834, -4.0503, -2.5292], [2.9148, -6.4888, -2.3377], [2.1213, -9.7838, -1.8952], [3.7658, -9.1371, -1.9423], [2.7799, -9.1341, -3.4037], [0.4646, -8.3398, -0.9720], [-1.2111, -7.0303, -0.0242], [-1.4604, -5.4468, -0.7999], [-0.5827, -5.5363, 0.7152], [2.8741, -3.0987, -2.2018], [3.3019, -4.0275, -3.6206], [4.3112, -4.1524, -2.1731], [3.8522, -6.5902, -2.8800]], "forces_ev_per_angstrom": [[0.112, 1.489, 0.975], [0.110, -0.117, -0.049], [-0.056, -0.298, -0.256], [0.095, 0.005, -0.021], [-0.195, 0.447, 1.007], [0.051, 0.006, -0.190], [-0.054, -0.074, -0.084], [-0.115, -0.053, -0.118], [-0.088, -0.118, -0.308], [-0.027, -0.072, -0.006], [-0.066, 0.042, 0.151], [-0.026, 0.109, -0.026], [0.140, -0.042, 0.023], [-0.042, 0.165, 0.189], [-0.173, -0.328, 0.033], [0.715, -0.091, 0.651], [0.213, -0.179, 0.210], [-0.111, 0.240, 0.092], [0.163, -0.094, 0.097], [-0.013, 0.052, 0.046], [-0.461, 0.040, 0.086], [1.372, -1.099, 0.323], [-0.430, 0.511, -0.109], [0.004, -0.066, -0.060], [-0.020, -0.052, -0.048], [-0.084, 0.125, 0.026], [-0.159, 0.007, 0.027], [-0.123, 0.056, 0.008], [-0.006, 0.009, 0.006], [-0.025, 0.021, 0.092], [0.018, 0.016, 0.019], [-0.039, -0.014, -0.019], [-0.018, -0.008, 0.011], [-0.109, 0.058, -0.065], [0.000, 0.009, -0.007], [-0.013, 0.029, -0.046], [-0.001, -0.001, 0.051], [0.027, 0.004, -0.009], [0.030, 0.007, 0.071], [0.014, 0.017, 0.021], [0.103, 0.042, -0.013], [0.004, 0.032, 0.022], [0.013, 0.001, -0.019], [-0.017, 0.001, -0.018], [0.030, -0.032, -0.006], [-0.057, -0.017, -0.050], [0.010, 0.001, 0.034], [-0.019, -0.024, -0.063], [-0.001, -0.016, -0.063], [0.007, 0.009, -0.092], [-0.063, -0.037, -0.128], [0.017, 0.044, 0.013], [0.002, 0.050, -0.019], [0.022, 0.004, -0.004], [-0.035, 0.005, 0.050], [0.019, -0.002, -0.006], [-0.048, 0.047, 0.043], [0.018, 0.018, 0.021], [0.038, -0.031, -0.015], [0.063, 0.054, -0.057], [0.015, 0.010, -0.014], [0.042, -0.043, 0.025], [0.010, 0.003, -0.028], [0.034, -0.040, 0.045], [0.221, -0.019, 0.120], [-1.638, -0.211, -0.568], [-0.978, -1.411, -0.020], [0.144, 0.202, -0.023], [0.093, -0.346, -0.183], [0.691, -0.041, -0.524], [0.517, 0.469, -0.428], [0.200, 0.269, -0.251], [-0.022, -0.266, -0.148], [-0.034, 0.178, 0.110], [-0.059, 0.125, 0.108], [0.057, -0.153, -0.121], [0.049, 0.024, -0.079], [-0.121, 0.256, 0.218], [0.013, 0.038, -0.020], [-0.035, 0.016, 0.014], [0.001, 0.005, 0.001], [-0.019, -0.030, 0.003], [0.090, -0.087, -0.023], [0.086, -0.087, 0.175], [-0.033, -0.112, 0.073], [0.029, -0.095, 0.010], [-0.742, 0.747, -0.907], [0.122, -0.025, 0.197], [-0.046, -0.051, -0.273], [-0.081, 0.041, 0.133], [0.095, -0.032, 0.064], [-0.111, 0.043, -0.070], [-0.025, 0.028, 0.018], [0.118, -0.040, 0.032], [0.023, 0.061, 0.031], [0.016, 0.057, 0.116], [0.107, 0.065, 0.076], [0.021, 0.020, -0.020], [-0.034, 0.050, -0.026], [-0.059, 0.010, -0.009], [0.004, 0.018, 0.031], [0.049, -0.011, -0.020], [0.076, 0.035, -0.069], [-0.040, 0.020, -0.020], [0.018, 0.037, 0.050], [-0.012, 0.020, 0.083], [0.014, -0.002, 0.120], [0.012, 0.007, 0.006], [-0.019, 0.003, -0.007], [0.010, 0.010, -0.015], [0.035, -0.005, 0.018], [-0.014, -0.219, 0.146], [-0.018, 0.023, -0.072], [-0.005, 0.009, 0.001], [0.080, -0.088, -0.039], [0.054, 0.004, 0.043], [-0.030, 0.008, -0.051], [-0.009, -0.024, -0.078], [0.023, -0.034, -0.010], [-0.049, 0.035, -0.007], [-0.025, 0.100, 0.025], [0.032, 0.077, 0.013], [0.097, -0.063, -0.075], [-0.267, 0.081, 0.154], [0.074, 0.027, -0.147], [-0.205, 0.089, 0.162], [0.776, -0.748, -0.643], [0.182, 0.076, -0.073], [-0.226, -0.039, 0.050], [-0.095, -0.139, 0.070], [-0.003, -0.020, -0.013], [0.008, -0.035, -0.012], [0.010, -0.065, 0.001], [-0.024, 0.017, 0.043], [-0.010, -0.012, 0.019], [-0.089, 0.015, 0.063], [-0.069, 0.019, 0.044], [0.111, 0.120, -0.047], [0.032, 0.075, -0.024], [0.015, 0.023, 0.009], [0.029, 0.025, 0.013]], "mulliken_spin": [0.91, 0.00, 0.01, 0.00, 0.03, 0.02, 0.00, -0.01, -0.02, 0.00, 0.00, 0.00, 0.00, 0.00, -0.02, 0.01, 0.04, 0.00, 0.02, -0.03, 0.02, 0.06, 0.03, 0.00, 0.00, -0.07, 0.03, 0.00, 0.00, 0.00, 0.00, 0.00, 0.00, 0.00, 0.00, 0.00, 0.00, 0.00, 0.00, 0.00, 0.00, 0.00, 0.00, 0.00, 0.00, 0.00, 0.00, 0.00, 0.00, 0.00, 0.00, 0.00, 0.00, 0.00, 0.00, 0.00, 0.00, 0.02, 0.00, -0.01, 0.00, 0.00, 0.00, 0.00, 0.00, 0.01, 0.08, 0.17, 0.07, -0.04, 0.14, 0.06, 0.06, 0.09, -0.01, 0.16, -0.07, 0.19, 0.02, 0.00, 0.02, 0.00, 0.00, -0.02, -0.02, 0.04, 0.02, -0.02, 0.04, 0.00, 0.00, 0.00, 0.00, 0.02, 0.00, 0.01, 0.00, 0.00, 0.00, 0.00, 0.00, 0.00, 0.02, 0.00, -0.01, 0.00, -0.02, 0.00, 0.00, 0.00, 0.00, 0.00, 0.00, 0.00, 0.00, 0.00, 0.00, 0.00, 0.00, 0.00, 0.00, 0.00, 0.00, 0.00, 0.00, 0.01, -0.04, 0.00, 0.01, 0.00, 0.00, 0.00, 0.00, 0.00, 0.00, 0.00, 0.00, -0.01, 0.00, 0.00, 0.00], "charge": -2, "multiplicity": 3, "de_lowest_ev": 1.146, "homo_ha": [-0.0165, -0.0588], "homo_lumo_gap_ha": [0.166, 0.209], "energy_ev": -137961.97488}